Entry 1:
{"formula": "C3H7N2O2S", "method": "ωB97M-V/def2-TZVPD", "symbols": ["C", "C", "C", "N", "N", "S", "O", "O", "H", "H", "H", "H", "H", "H", "H"], "xyz": [[1.582090, -1.033274, -0.183275], [0.320925, 0.045152, -0.362353], [-0.570513, 0.310739, 0.657815], [-0.439529, -0.290894, 1.826359], [-1.650718, 1.034698, 0.456909], [0.150583, 0.587746, -1.899811], [1.048274, 0.277925, -2.934026], [-0.928667, 1.471775, -2.191129], [1.343134, -2.150359, -0.209942], [2.231038, -0.886105, 0.660995], [2.082862, -0.720422, -1.068755], [0.078025, -1.126135, 2.094719], [-1.301009, -0.172791, 2.323369], [-1.578103, 1.664118, -0.318003], [-2.368392, 0.987829, 1.147128]], "forces_ev_per_a": [[-2.2466, 0.3925, -0.8164], [4.0685, -2.5643, -1.5759], [-1.0630, -0.7243, 0.2547], [-0.7452, -0.3104, 0.7886], [0.7872, 0.0058, 0.2174], [-0.8469, 0.7636, 0.5519], [0.9224, -0.8246, 0.0590], [-0.2470, 0.0169, 0.6631], [-0.3059, 1.7240, -0.2311], [-0.0701, 0.6901, 0.4809], [1.2126, -0.6626, -0.5097], [0.1625, 0.5008, -0.7372], [0.0520, -0.2032, 1.1038], [-1.0454, 0.4676, -0.2673], [-0.6351, 0.7281, 0.0182]], "max_force_ev_per_a": 5.1, "smiles": "CC(C(N)=[NH2+])=S(=O)=O", "e_tot_ev": -21125.97676, "charge": 1, "gap_ev": 9.572, "spin_multiplicity": 1}

***

Entry 2:
{"formula": "C2O4Pd", "method": "ωB97M-V/def2-TZVPD", "symbols": ["O", "C", "O", "O", "C", "O", "Pd"], "xyz": [[1.024308, 2.067860, 0.215805], [1.392261, 1.536988, 1.161995], [0.286921, -0.172007, 0.710907], [-0.209894, -1.069795, -1.392337], [-0.466755, -1.450476, -0.148761], [-1.695755, -1.413847, 0.145706], [-0.331087, 0.501276, -0.693315]], "forces_ev_per_a": [[0.8464, 1.0366, 1.1720], [0.7948, 1.7022, -0.0487], [2.8244, -7.0266, 7.4448], [2.7426, -10.8664, -3.5417], [-6.8616, 2.7922, -0.8042], [3.4763, -3.2041, 1.6938], [-3.8229, 15.5662, -5.9161]], "max_force_ev_per_a": 17.1, "e_tot_ev": -13732.72011, "gap_ev": [6.754, 7.507], "spin_multiplicity": 3}

***

Entry 3:
{"formula": "C3H5N3", "method": "ωB97M-V/def2-TZVPD", "symbols": ["C", "C", "C", "N", "N", "N", "H", "H", "H", "H", "H"], "xyz": [[-1.356317, -0.373651, -0.121654], [1.802130, -1.287628, -0.130067], [0.717001, 1.012040, -0.067125], [1.664135, 0.005225, 0.000241], [-0.551805, 0.811113, 0.140514], [-0.835272, -1.511311, -0.042562], [-2.463341, -0.397738, -0.185818], [1.086720, 2.081282, 0.126156], [2.586793, 0.508544, 0.198418], [-1.251475, 1.591959, 0.168294], [-1.398567, -2.439837, -0.086400]], "forces_ev_per_a": [[3.0751, 2.0584, 1.5621], [-0.6894, 1.5190, 0.1941], [2.6359, 1.9396, 0.7885], [1.4126, 0.1690, -0.0588], [-6.7079, -1.7840, -1.2808], [-2.4618, -2.5861, -0.6187], [0.1804, 0.6349, -0.0378], [-0.4527, -1.7900, -0.5188], [-0.3677, -0.9998, -0.2178], [1.5432, -0.0944, 0.1033], [1.8320, 0.9333, 0.0846]], "max_force_ev_per_a": 7.1, "e_tot_ev": -7634.56217, "charge": 2, "gap_ev": [6.507, 7.972], "spin_multiplicity": 3}

***

Entry 4:
{"formula": "C25H18Co2O8", "method": "ωB97M-V/def2-TZVPD", "symbols": ["C", "C", "O", "C", "C", "C", "C", "C", "C", "C", "C", "O", "H", "H", "H", "H", "H", "H", "H", "H", "H", "H", "H", "O", "C", "Co", "C", "O", "C", "O", "C", "C", "C", "C", "C", "C", "C", "C", "C", "Co", "C", "O", "C", "O", "C", "O", "H", "H", "H", "H", "H", "H", "H"], "xyz": [[4.686747, 0.877446, 2.249638], [3.383848, 1.563292, 1.960027], [2.335499, 0.653390, 2.344513], [1.112858, 1.257836, 2.281487], [0.041271, 0.348709, 2.589778], [-1.299520, 0.729682, 2.548768], [-1.717708, 2.084895, 2.336900], [-3.058197, 2.409744, 2.226566], [-4.043134, 1.417038, 2.329195], [-3.666976, 0.082975, 2.551971], [-2.330736, -0.258894, 2.682060], [1.044216, 2.446845, 1.945147], [5.479708, 1.429504, 1.747480], [4.889039, 0.889315, 3.322711], [4.698773, -0.159848, 1.910523], [3.309766, 2.496373, 2.537341], [3.291282, 1.788883, 0.885038], [0.314421, -0.671921, 2.829131], [-0.944839, 2.841759, 2.246217], [-3.340412, 3.448554, 2.058994], [-5.096007, 1.680045, 2.232695], [-4.426008, -0.699381, 2.620013], [-2.015623, -1.288294, 2.872365], [2.096110, -5.254373, -4.155977], [1.836728, -4.285169, -3.575225], [1.482080, -2.787275, -2.762278], [2.975650, -2.010096, -2.323884], [3.928305, -1.441209, -1.983479], [0.846646, -1.595945, -3.874896], [0.446745, -0.759952, -4.570400], [0.578699, -2.894948, -0.981312], [-0.017398, -1.659794, -0.655436], [0.481160, -0.429273, -0.353780], [-0.010475, 0.800597, -0.935948], [0.891039, 1.883259, -1.099419], [0.425288, 3.127661, -1.485369], [-0.928633, 3.287709, -1.817590], [-1.798752, 2.193670, -1.793044], [-1.337795, 0.949955, -1.377365], [-1.146675, -2.828091, -1.405306], [-1.248724, -4.439480, -2.089807], [-1.253193, -5.511108, -2.519592], [-2.175990, -2.049752, -2.687209], [-2.938227, -1.785857, -3.512129], [-2.255764, -3.000650, -0.036701], [-2.964318, -3.185894, 0.855949], [1.017804, -3.586000, -0.257923], [1.461871, -0.377549, 0.141952], [1.952132, 1.677435, -0.930104], [1.123978, 3.965935, -1.532208], [-1.294358, 4.264801, -2.125943], [-2.839341, 2.293621, -2.100127], [-1.982886, 0.069820, -1.364013]], "forces_ev_per_a": [[0.3484, -0.0553, 0.1858], [-0.3567, -0.5275, 0.0067], [1.4181, 0.5686, -0.1588], [-2.3273, -0.6923, 0.3565], [1.9105, 0.9432, 0.1556], [-1.1167, 0.1595, -0.1116], [-0.1462, -0.1990, 0.0111], [0.0521, -0.5583, 0.1667], [-0.2984, 0.0067, -0.0534], [0.1831, 0.2048, 0.0728], [0.2442, 0.5051, -0.0526], [0.3199, -0.0190, 0.1684], [0.2422, -0.0466, -0.0125], [0.0369, -0.1003, 0.0151], [-0.0502, 0.0889, -0.1054], [-0.0943, -0.2001, -0.3407], [-0.0258, 0.0823, 0.3868], [-0.0267, 0.0077, -0.1458], [-0.2724, -0.1729, -0.0308], [-0.0162, -0.1351, -0.0001], [0.1316, -0.0684, -0.0124], [0.1050, 0.1937, -0.0013], [-0.2095, 0.2227, -0.1326], [0.0245, 0.4988, 0.1040], [0.1570, -1.7418, -0.2123], [-1.6783, 0.1147, -0.0630], [0.0388, 0.5486, 1.6024], [-0.5770, -0.5983, -0.7360], [-0.6327, 1.8551, -1.1190], [0.4016, -0.9058, 0.5394], [3.5020, 0.2591, 2.7315], [3.2223, 1.8927, 0.8383], [-0.2071, -1.4018, -0.7187], [-0.2231, 0.6899, 0.1666], [-0.4781, -0.5715, 0.1354], [-0.2176, -0.1617, -0.2658], [0.1068, 0.0613, -0.0068], [0.3250, -0.1074, -0.0798], [0.2381, 0.1281, 0.2137], [-3.6051, -0.7338, -3.3949], [0.2491, -2.0546, -0.5639], [-0.0946, 1.0655, 0.4213], [-1.0996, 0.4479, -1.1918], [1.0144, -0.1553, 0.9919], [-0.6518, -0.2619, 1.5691], [0.8612, 0.2756, -1.2837], [-0.0376, 0.1219, -0.1163], [-0.3245, -0.0991, -0.4175], [-0.3770, 0.3045, 0.2097], [-0.2719, -0.1541, -0.0653], [0.0185, -0.0996, 0.0708], [0.1999, 0.1077, 0.0621], [0.0655, 0.4667, 0.2110]], "max_force_ev_per_a": 5.0, "e_tot_ev": -117848.29105, "charge": -2, "gap_ev": 4.950, "spin_multiplicity": 1}

***

Entry 5:
{"formula": "C28H40FeN6O6S", "method": "ωB97M-V/def2-TZVPD", "symbols": ["Fe", "C", "C", "C", "C", "C", "N", "C", "C", "C", "N", "C", "C", "C", "C", "C", "C", "C", "C", "N", "C", "C", "C", "N", "C", "C", "C", "C", "O", "C", "O", "H", "H", "H", "H", "H", "H", "H", "H", "H", "H", "H", "H", "H", "H", "H", "H", "H", "H", "H", "H", "H", "H", "H", "H", "H", "H", "H", "H", "O", "S", "O", "O", "O", "C", "C", "C", "C", "N", "N", "H", "H", "H", "H", "H", "H", "H", "H", "H", "H", "H", "H"], "xyz": [[-0.131600, 0.093500, 0.501900], [-4.229200, 0.883000, -5.276900], [-3.221500, 0.945300, -4.163800], [-2.104700, 1.767500, -4.276900], [-1.070600, 1.761500, -3.324500], [0.022000, 2.648900, -3.409000], [1.252400, 2.480000, -2.914800], [1.893900, 1.240400, -2.566600], [3.342300, 1.260900, -3.077400], [4.184000, 0.152000, -2.428800], [3.533900, -1.132100, -2.603400], [2.826900, -1.736900, -1.638700], [3.113200, -1.736500, -0.273300], [4.395000, -1.540800, 0.272200], [4.605100, -1.473300, 1.631100], [5.976100, -1.235400, 2.183500], [3.505100, -1.507300, 2.492000], [2.208400, -1.633000, 2.018100], [1.108000, -1.340800, 2.895900], [-0.002600, -0.905200, 2.447500], [-1.146800, -0.597400, 3.241300], [-2.388700, -1.292300, 2.639800], [-2.208700, -1.746700, 1.185300], [-1.879000, -0.695000, 0.241100], [-2.622300, -0.620500, -0.835500], [-2.418200, 0.171200, -1.988300], [-3.367800, 0.161700, -3.035400], [-1.225200, 0.946700, -2.139400], [-0.360200, 1.006900, -1.220300], [1.962100, -1.835800, 0.606900], [0.800500, -1.955500, 0.132800], [-4.353500, 1.853600, -5.751900], [-5.194400, 0.537600, -4.915700], [-3.893800, 0.179700, -6.039700], [-2.001500, 2.412100, -5.138100], [-0.132200, 3.584500, -3.935400], [1.745700, 3.292100, -2.567200], [1.325300, 0.425700, -3.017800], [1.913100, 1.105900, -1.479900], [3.796100, 2.211400, -2.793600], [3.362200, 1.177100, -4.169600], [4.271100, 0.386300, -1.363200], [5.175600, 0.124700, -2.891900], [3.200400, -1.281600, -3.547400], [1.922200, -2.250600, -1.943600], [5.236300, -1.466300, -0.401600], [6.740700, -1.668700, 1.543600], [6.070000, -1.644600, 3.186600], [6.140700, -0.159800, 2.233900], [3.659900, -1.348100, 3.552400], [1.282000, -1.431200, 3.977200], [-1.282300, 0.488000, 3.196100], [-1.020600, -0.895200, 4.293600], [-3.247100, -0.625000, 2.713000], [-2.604100, -2.193100, 3.216800], [-3.128300, -2.263000, 0.875700], [-1.381600, -2.462200, 1.140400], [-3.508300, -1.258500, -0.882800], [-4.238800, -0.468700, -2.931600], [3.775800, 1.478900, 0.269500], [2.464000, 1.855100, 0.758900], [2.424100, 2.182200, 2.169900], [1.575500, 0.592300, 0.602300], [1.841700, 2.877500, -0.090100], [-1.763800, 5.679400, 2.198600], [-0.720300, 4.741600, 1.581800], [-0.490600, 5.088500, 0.104900], [0.602600, 4.872000, 2.337800], [-1.258900, 3.375300, 1.747900], [-0.315200, 2.316200, 1.550400], [-1.415400, 6.709400, 2.152500], [-1.929000, 5.406800, 3.237900], [-2.711100, 5.608300, 1.666900], [-0.063800, 6.085200, 0.016200], [-1.426100, 5.059400, -0.453300], [0.210700, 4.380300, -0.331100], [0.926000, 5.910900, 2.336500], [1.374800, 4.266600, 1.866100], [0.487800, 4.539100, 3.366600], [-1.998900, 3.235100, 1.062400], [0.270100, 2.246800, 2.384300], [0.366100, 2.573400, 0.820200]], "forces_ev_per_a": [[-1.5425, -0.0918, -0.5341], [0.1136, -0.0856, 0.0264], [-0.2725, -0.2526, 0.3804], [0.0189, -0.0549, -0.0139], [0.5678, 0.0925, 0.3978], [-0.6810, 0.0822, -0.2208], [0.6102, 0.1338, 0.2415], [0.4688, -0.0790, 0.1235], [-0.1931, -0.3975, 0.0768], [0.6603, 0.8083, -0.0112], [-1.1090, -0.7851, 0.6168], [0.5191, 0.2924, -0.6630], [-0.3490, -0.0521, 0.4786], [-0.0167, 0.0525, 0.5090], [0.4057, -0.1665, -0.4919], [-0.0536, 0.1357, -0.0300], [-0.8386, -0.0250, -0.4773], [0.7073, -0.2510, -0.1585], [-0.2756, 0.1147, 0.2146], [0.5278, 0.7183, -0.8841], [-0.5345, 0.1378, 0.4903], [0.1278, 0.0323, -0.1848], [-0.0594, -0.5265, 0.5024], [-0.1480, 0.0340, -0.0940], [0.2563, 0.4814, -0.3271], [0.8794, 0.1911, 0.1421], [-0.4208, 0.1295, -0.5876], [-1.5766, -0.5286, -0.3498], [1.2337, -0.2960, 1.7496], [0.6650, 0.0344, -0.1402], [-0.6018, 0.3893, -0.2589], [-0.0575, 0.0687, -0.0334], [-0.1077, 0.0220, 0.0163], [-0.0236, -0.0099, -0.1159], [0.0195, 0.0633, -0.1259], [-0.0130, 0.0617, -0.0640], [-0.0929, 0.0183, -0.1355], [-0.0117, 0.0047, -0.0023], [-0.1355, -0.1303, -0.6110], [0.0771, 0.0166, -0.0320], [0.0368, 0.0943, 0.0056], [0.0099, -0.1821, -0.2404], [-0.0494, -0.0136, 0.1558], [-0.0825, -0.1097, 0.1197], [0.0144, -0.1181, -0.1304], [0.1443, 0.0102, -0.0295], [0.0969, -0.0378, 0.0222], [0.1083, -0.0421, 0.0508], [0.1592, 0.0946, 0.0812], [0.0141, 0.0108, 0.0792], [-0.2086, -0.1312, -0.1169], [-0.0347, -0.0670, 0.1118], [0.0516, 0.1249, -0.1812], [-0.0688, -0.0217, 0.0723], [-0.0952, -0.0008, -0.0039], [0.1781, 0.1229, -0.0053], [-0.1722, -0.0747, 0.0256], [0.0815, 0.0053, 0.1767], [-0.1584, -0.0970, -0.0140], [0.0579, -0.1837, 0.0673], [1.0183, 0.6909, 0.0361], [0.1129, -0.0939, 0.2104], [1.0065, -0.2730, 0.1136], [0.2774, 0.1818, -0.0100], [0.2226, -0.2442, -0.1335], [0.1036, 0.3330, 0.0133], [0.0071, -0.1575, 0.2023], [-0.1631, -0.2118, -0.2180], [-0.4812, -0.4284, 0.1093], [0.0657, -0.4638, -0.2225], [-0.0134, 0.0973, -0.0447], [-0.0330, 0.0056, 0.1032], [-0.1401, 0.0132, -0.0538], [0.0239, 0.1403, -0.0521], [-0.1291, 0.0106, -0.0563], [0.0231, 0.0184, -0.1057], [-0.0096, 0.0860, 0.0127], [0.0391, 0.1453, 0.1107], [-0.0094, -0.0006, 0.1884], [0.1053, 0.0072, 0.1515], [-0.2483, 0.0567, -0.0652], [-0.6051, 0.3198, 0.0450]], "max_force_ev_per_a": 2.2, "e_tot_ev": -96131.86177, "gap_ev": [4.139, 6.917], "spin_multiplicity": 5}